# 1
DFT (ωB97M-V/def2-TZVPD) results for a structure of composition C32H77BNbO5.

CARTESIAN COORDINATES (ANGSTROEM)
C  0.391  -6.097  3.003
C  -0.122  -4.676  2.781
C  0.865  -3.797  2.010
C  1.775  -2.958  2.912
C  2.978  -2.336  2.186
Nb  3.898  -0.360  2.924
C  4.366  1.721  3.800
O  3.570  2.163  4.924
C  4.181  1.968  6.160
C  3.485  2.851  7.183
O  4.432  3.411  8.090
C  3.970  3.522  9.418
C  4.056  2.206  10.180
O  5.665  -1.223  3.325
C  6.533  -1.793  2.385
C  7.877  -1.087  2.314
C  8.786  -1.791  1.315
O  8.500  -0.972  3.590
B  1.941  0.598  1.972
C  1.175  0.002  0.713
O  1.362  1.762  2.502
H  0.122  -6.765  2.181
H  0.006  -6.540  3.925
H  1.482  -6.107  3.071
H  -0.309  -4.204  3.751
H  -1.089  -4.711  2.269
H  1.497  -4.428  1.370
H  0.323  -3.123  1.338
H  1.166  -2.192  3.406
H  2.133  -3.605  3.724
H  2.731  -2.266  1.118
H  3.829  -3.029  2.277
H  2.942  -0.599  4.497
H  4.448  0.197  1.229
H  4.217  2.504  3.049
H  5.426  1.739  4.103
H  4.113  0.904  6.450
H  5.252  2.229  6.138
H  2.738  2.280  7.746
H  2.967  3.655  6.650
H  4.597  4.278  9.896
H  2.939  3.905  9.431
H  5.091  1.863  10.222
H  3.457  1.431  9.701
H  3.687  2.330  11.201
H  6.090  -1.753  1.381
H  6.709  -2.860  2.601
H  7.707  -0.060  1.982
H  8.803  -2.872  1.493
H  9.804  -1.411  1.406
H  8.446  -1.627  0.291
H  8.844  -1.845  3.837
H  1.851  -0.451  -0.017
H  0.544  -0.816  1.090
H  0.516  0.722  0.214
H  1.420  2.540  1.921
C  -5.654  -1.183  -1.828
C  -5.065  0.163  -2.236
C  -3.632  0.068  -2.759
C  -2.617  -0.476  -1.752
C  -2.530  0.304  -0.441
C  -2.106  1.756  -0.626
H  -5.089  -1.644  -1.018
H  -6.685  -1.073  -1.488
H  -5.652  -1.874  -2.675
H  -5.105  0.851  -1.387
H  -5.691  0.608  -3.015
H  -3.314  1.057  -3.100
H  -3.624  -0.574  -3.647
H  -1.629  -0.479  -2.222
H  -2.844  -1.522  -1.530
H  -1.809  -0.195  0.208
H  -3.490  0.266  0.084
H  -1.133  1.812  -1.119
H  -2.015  2.261  0.336
H  -2.822  2.319  -1.230
C  -9.263  -2.768  -4.100
C  -7.916  -3.239  -4.640
C  -7.239  -2.219  -5.553
C  -8.017  -1.871  -6.823
C  -8.350  -3.064  -7.717
C  -7.119  -3.795  -8.242
H  -9.981  -2.592  -4.902
H  -9.700  -3.506  -3.426
H  -9.150  -1.835  -3.543
H  -8.046  -4.191  -5.162
H  -7.249  -3.446  -3.799
H  -6.245  -2.587  -5.822
H  -7.071  -1.298  -4.984
H  -7.431  -1.148  -7.400
H  -8.945  -1.358  -6.555
H  -8.945  -2.708  -8.562
H  -8.987  -3.768  -7.175
H  -6.479  -3.118  -8.814
H  -7.397  -4.622  -8.896
H  -6.519  -4.208  -7.430
C  1.417  6.125  -5.084
C  0.523  5.102  -4.393
C  0.468  5.264  -2.875
C  1.813  5.099  -2.162
C  2.512  3.764  -2.417
C  1.697  2.561  -1.959
H  2.453  6.042  -4.751
H  1.410  5.993  -6.167
H  1.082  7.143  -4.869
H  0.862  4.093  -4.644
H  -0.493  5.185  -4.789
H  -0.249  4.545  -2.468
H  0.066  6.255  -2.639
H  1.646  5.209  -1.086
H  2.483  5.916  -2.446
H  3.471  3.770  -1.894
H  2.749  3.664  -3.481
H  1.474  2.618  -0.892
H  2.238  1.629  -2.126
H  0.749  2.492  -2.496

Computed properties:
- HOMO level: -4.005 eV
- Net charge: -1
- E_LUMO: 2.129 eV



# 2
DFT (ωB97M-V/def2-TZVPD) results for a structure of composition C32H77Br15N9O12P3.

CARTESIAN COORDINATES (ANGSTROEM)
C  -6.976  6.620  17.787
Br  -5.220  5.942  17.152
Br  -7.731  7.802  16.537
Br  -6.682  7.246  19.595
H  -7.734  5.838  17.738
C  5.287  5.266  16.881
Br  6.421  6.310  15.624
Br  3.850  4.346  15.913
Br  4.570  6.360  18.329
H  6.015  4.534  17.229
C  -6.647  11.249  20.738
Br  -8.179  10.284  21.579
Br  -4.897  10.316  21.109
Br  -6.761  13.198  21.021
H  -6.768  10.983  19.688
C  2.636  10.023  16.230
Br  1.208  9.620  14.975
Br  4.267  9.093  15.749
Br  2.159  9.509  18.079
H  2.887  11.084  16.228
C  -4.813  6.828  26.253
Br  -6.637  7.090  25.548
Br  -3.540  6.170  24.857
Br  -4.865  5.538  27.695
H  -4.433  7.740  26.713
O  -2.508  3.632  11.825
P  -1.848  4.598  12.718
N  -0.185  5.011  12.118
C  0.577  4.050  11.304
C  0.583  6.166  12.691
N  -1.617  3.964  14.266
C  -0.729  4.632  15.272
C  -2.779  3.398  14.967
N  -2.678  6.107  12.990
C  -3.183  6.854  11.888
C  -3.412  6.462  14.177
H  1.250  3.536  11.990
H  1.236  4.702  10.730
H  -0.070  3.416  10.698
H  -0.064  7.011  12.926
H  1.310  6.495  11.948
H  1.109  5.840  13.589
H  0.303  4.540  14.935
H  -0.978  5.677  15.458
H  -0.808  4.140  16.242
H  -2.999  2.508  14.376
H  -2.530  3.021  15.959
H  -3.718  3.950  14.928
H  -3.514  7.848  12.186
H  -2.409  7.228  11.217
H  -3.837  6.310  11.206
H  -4.469  6.225  14.056
H  -3.172  7.466  14.527
H  -3.151  5.825  15.023
O  5.746  10.072  25.317
P  5.991  10.555  23.940
N  5.400  12.168  23.662
C  4.329  12.586  24.543
C  5.810  13.119  22.559
N  5.353  9.626  22.651
C  5.230  9.991  21.246
C  4.648  8.447  23.094
N  7.681  10.671  23.524
C  8.396  9.410  23.208
C  8.500  11.748  24.154
H  4.913  12.946  25.390
H  3.709  11.839  25.039
H  3.865  13.410  24.001
H  5.901  14.069  23.085
H  5.068  13.123  21.761
H  6.804  12.945  22.149
H  4.391  9.428  20.836
H  5.022  11.057  21.160
H  6.191  9.738  20.800
H  4.364  7.930  22.177
H  5.309  7.839  23.712
H  3.742  8.717  23.636
H  8.876  8.947  24.071
H  7.594  8.801  22.791
H  9.189  9.619  22.490
H  9.485  11.792  23.689
H  8.640  11.635  25.229
H  8.120  12.761  24.023
O  -1.734  5.222  18.559
P  -1.384  6.256  19.604
N  -1.555  7.776  18.946
C  -1.583  8.090  17.460
C  -1.393  8.992  19.736
N  0.197  6.165  20.112
C  1.214  5.665  19.158
C  0.785  7.132  21.077
N  -2.240  6.369  21.141
C  -3.686  6.802  21.093
C  -1.825  5.242  22.050
H  -1.845  7.198  16.890
H  -0.572  8.339  17.137
H  -2.298  8.847  17.137
H  -0.460  9.365  19.313
H  -1.256  8.857  20.809
H  -2.272  9.620  19.590
H  2.233  5.690  19.546
H  0.979  4.667  18.790
H  1.160  6.347  18.309
H  0.057  7.277  21.876
H  1.690  6.758  21.554
H  1.143  8.068  20.649
H  -4.206  6.262  20.302
H  -4.032  6.715  22.123
H  -3.813  7.863  20.874
H  -2.453  4.396  21.772
H  -1.911  5.595  23.078
H  -0.846  4.763  22.063
C  1.472  10.966  21.785
O  0.927  12.025  21.061
C  1.610  12.773  20.319
O  2.703  12.516  19.770
O  0.914  13.880  20.080
C  1.133  14.567  18.864
H  1.233  10.019  21.302
H  1.047  10.758  22.767
H  2.561  10.951  21.814
H  1.484  13.908  18.070
H  1.725  15.475  18.986
H  0.151  14.884  18.516
C  -2.674  2.418  26.224
O  -3.396  3.168  25.299
C  -3.676  2.586  24.075
O  -3.271  1.534  23.644
O  -4.529  3.324  23.474
C  -5.031  2.980  22.200
H  -2.989  2.632  27.246
H  -1.585  2.433  26.238
H  -2.948  1.366  26.146
H  -5.640  2.097  22.394
H  -4.297  2.651  21.464
H  -5.677  3.693  21.688
C  0.678  5.163  24.989
O  0.199  3.825  24.841
C  0.566  3.074  23.737
O  1.296  3.395  22.835
O  0.154  1.857  23.944
C  0.431  0.812  23.049
H  0.816  5.594  23.997
H  1.585  5.140  25.593
H  -0.127  5.768  25.405
H  1.496  0.765  22.824
H  -0.105  0.955  22.111
H  0.045  -0.146  23.400

Computed properties:
- HOMO level (alpha / beta): -9.853 / -9.853 eV
- Net charge: +1
- Spin multiplicity: 2
- E_LUMO (alpha / beta): -2.745 / -6.836 eV



Number 1: E -1723.331474 Ha, maximum force 2.63 eV/Å. Number 2: E -42295.072097 Ha, maximum force 6.20 eV/Å.